Density functional theory data (the ωB97M-V functional and the def2-TZVPD basis) for the molecule C21H27N3O2.

Output
relative energy (zero: lowest compared OMol25 entry of this formula, charge and spin): 43.2 kcal/mol
SMILES string: COc1ccc(N[C@H](C)C(=O)N2CCN(Cc3ccccc3)CC2)cc1
electronic energy: -1131.1694 hartree
max |F|: 0.63 eV Å⁻¹
Kohn-Sham gap: 7.861 eV

Element x y z (Å)
1 C 6.689 3.521 0.038
2 O 6.661 2.341 -0.720
3 C 5.704 1.402 -0.421
4 C 4.744 1.526 0.571
5 C 3.824 0.512 0.788
6 C 3.829 -0.646 0.013
7 N 2.964 -1.692 0.237
8 C 1.661 -1.544 0.831
9 C 1.664 -2.121 2.256
10 C 0.665 -2.339 -0.027
11 O 1.073 -3.170 -0.821
12 N -0.652 -2.127 0.169
13 C -1.283 -1.069 0.923
14 C -2.005 -0.119 -0.035
15 N -2.992 -0.857 -0.798
16 C -3.818 0.021 -1.610
17 C -4.679 0.903 -0.747
18 C -5.388 0.347 0.311
19 C -6.189 1.140 1.112
20 C -6.296 2.498 0.860
21 C -5.594 3.058 -0.193
22 C -4.787 2.264 -0.990
23 C -2.340 -1.893 -1.578
24 C -1.615 -2.852 -0.637
25 C 4.807 -0.760 -0.982
26 C 5.727 0.240 -1.193
27 H 7.513 4.111 -0.361
28 H 6.873 3.316 1.099
29 H 5.758 4.090 -0.063
30 H 4.697 2.404 1.196
31 H 3.105 0.633 1.585
32 H 2.983 -2.436 -0.453
33 H 1.383 -0.484 0.845
34 H 0.685 -2.047 2.722
35 H 1.956 -3.167 2.215
36 H 2.391 -1.586 2.863
37 H -0.560 -0.516 1.517
38 H -2.023 -1.520 1.594
39 H -2.516 0.659 0.537
40 H -1.260 0.364 -0.696
41 H -3.208 0.640 -2.293
42 H -4.465 -0.615 -2.224
43 H -5.296 -0.712 0.500
44 H -6.735 0.699 1.933
45 H -6.924 3.118 1.483
46 H -5.673 4.116 -0.394
47 H -4.238 2.707 -1.809
48 H -3.099 -2.441 -2.139
49 H -1.613 -1.469 -2.294
50 H -1.079 -3.614 -1.202
51 H -2.342 -3.327 0.031
52 H 4.834 -1.653 -1.590
53 H 6.478 0.149 -1.961

***

Density functional theory data (the ωB97M-V functional and the def2-TZVPD basis) for a cluster of 13 separate species, C51H132N4O17 in total at a distorted geometry.

Output
relative energy (zero: lowest compared OMol25 entry of this formula, charge and spin): 0.0 kcal/mol
electronic energy: -3520.2768 hartree
max |F|: 1.20 eV Å⁻¹
Kohn-Sham gap: 9.037 eV

Element x y z (Å)
1 C -4.185 -6.387 -1.196
2 C -3.264 -5.602 -0.302
3 C -2.549 -4.471 -1.006
4 O -4.085 -5.046 0.740
5 H -4.831 -7.029 -0.601
6 H -3.613 -6.978 -1.914
7 H -4.831 -5.711 -1.764
8 H -2.537 -6.285 0.156
9 H -1.884 -3.952 -0.309
10 H -3.251 -3.726 -1.387
11 H -1.906 -4.768 -1.842
12 H -3.491 -4.513 1.286
13 C -0.383 4.308 1.200
14 C -1.043 4.046 -0.152
15 C -1.782 5.284 -0.613
16 O -0.065 3.629 -1.098
17 H -1.142 4.551 1.951
18 H 0.278 5.177 1.138
19 H 0.175 3.444 1.564
20 H -1.761 3.234 -0.002
21 H -2.186 5.150 -1.618
22 H -1.104 6.140 -0.638
23 H -2.598 5.505 0.075
24 H 0.534 4.380 -1.249
25 C 0.735 -2.769 -5.599
26 C -0.170 -1.569 -5.462
27 C -0.525 -1.192 -4.019
28 O 0.512 -0.475 -6.091
29 H 0.720 -3.121 -6.633
30 H 0.363 -3.629 -5.034
31 H 1.752 -2.570 -5.266
32 H -1.079 -1.734 -6.054
33 H -0.619 -2.043 -3.338
34 H -1.459 -0.632 -4.026
35 H 0.315 -0.618 -3.618
36 H -0.034 0.314 -5.991
37 C -5.563 -1.464 -2.738
38 C -5.456 -2.076 -4.116
39 C -4.147 -2.793 -4.375
40 O -6.577 -2.966 -4.238
41 H -5.410 -2.239 -1.980
42 H -6.562 -1.050 -2.613
43 H -4.815 -0.695 -2.535
44 H -5.573 -1.282 -4.868
45 H -4.042 -3.599 -3.643
46 H -3.294 -2.127 -4.236
47 H -4.107 -3.197 -5.387
48 H -6.362 -3.626 -4.903
49 C -1.174 -3.727 4.555
50 C -0.946 -3.396 3.097
51 C 0.049 -4.312 2.452
52 O -2.161 -3.495 2.321
53 H -1.912 -3.068 5.023
54 H -0.223 -3.613 5.080
55 H -1.545 -4.745 4.703
56 H -0.609 -2.354 3.045
57 H 1.030 -4.125 2.892
58 H 0.168 -4.089 1.389
59 H -0.221 -5.360 2.581
60 H -2.835 -2.957 2.750
61 C 0.829 2.616 -4.519
62 C -0.696 2.604 -4.536
63 C -1.242 4.007 -4.346
64 O -1.158 2.079 -5.803
65 H 1.260 2.705 -3.525
66 H 1.227 3.424 -5.142
67 H 1.191 1.669 -4.926
68 H -1.041 1.897 -3.782
69 H -0.757 4.489 -3.495
70 H -2.324 4.044 -4.222
71 H -0.988 4.590 -5.237
72 H -0.695 2.565 -6.494
73 C -4.840 3.839 -2.583
74 C -5.390 3.425 -3.926
75 C -6.353 2.252 -3.793
76 O -6.058 4.558 -4.477
77 H -5.617 4.010 -1.839
78 H -4.216 4.734 -2.649
79 H -4.133 3.071 -2.246
80 H -4.547 3.148 -4.572
81 H -5.835 1.376 -3.401
82 H -6.711 2.003 -4.797
83 H -7.201 2.501 -3.157
84 H -6.608 4.276 -5.214
85 C -1.925 0.301 -0.916
86 C -0.602 0.361 -0.164
87 C -0.162 -1.014 0.304
88 O 0.453 0.857 -0.991
89 H -2.075 -0.620 -1.485
90 H -2.090 1.135 -1.606
91 H -2.741 0.391 -0.193
92 H -0.721 1.053 0.682
93 H -1.027 -1.531 0.733
94 H 0.613 -0.917 1.058
95 H 0.132 -1.574 -0.584
96 H 0.292 1.802 -1.139
97 C -4.686 1.849 1.520
98 C -5.835 1.596 0.558
99 C -6.150 0.119 0.386
100 O -7.019 2.273 1.051
101 H -3.891 1.125 1.346
102 H -5.033 1.705 2.546
103 H -4.339 2.878 1.439
104 H -5.708 2.137 -0.380
105 H -6.948 -0.025 -0.337
106 H -6.474 -0.237 1.371
107 H -5.271 -0.469 0.118
108 H -7.391 1.757 1.772
109 C 2.605 1.642 1.516
110 O 3.301 1.822 2.725
111 C 4.632 2.255 2.515
112 C 5.364 2.261 3.838
113 N 5.885 0.930 4.144
114 C 6.823 0.867 5.241
115 C 6.388 1.570 6.521
116 O 5.176 0.961 6.935
117 C 4.713 1.434 8.178
118 H 2.628 2.544 0.888
119 H 1.578 1.375 1.750
120 H 3.049 0.846 0.899
121 H 4.625 3.261 2.072
122 H 5.125 1.560 1.822
123 H 4.619 2.540 4.599
124 H 6.152 3.013 3.806
125 H 5.099 0.350 4.413
126 H 7.826 1.218 4.972
127 H 6.993 -0.181 5.507
128 H 6.256 2.645 6.355
129 H 7.150 1.376 7.288
130 H 3.869 0.806 8.459
131 H 4.352 2.468 8.107
132 H 5.496 1.382 8.942
133 C 3.078 -2.365 -2.150
134 O 2.981 -3.750 -1.890
135 C 1.674 -4.240 -2.065
136 C 1.477 -5.563 -1.346
137 N 2.450 -6.596 -1.672
138 C 2.388 -7.081 -3.040
139 C 3.414 -8.164 -3.240
140 O 4.693 -7.561 -3.344
141 C 5.736 -8.436 -3.017
142 H 2.785 -2.128 -3.178
143 H 4.094 -2.067 -1.910
144 H 2.383 -1.810 -1.501
145 H 1.485 -4.360 -3.140
146 H 0.936 -3.537 -1.643
147 H 0.456 -5.905 -1.533
148 H 1.553 -5.427 -0.265
149 H 3.382 -6.219 -1.525
150 H 2.586 -6.303 -3.792
151 H 1.407 -7.529 -3.225
152 H 3.214 -8.750 -4.147
153 H 3.363 -8.858 -2.391
154 H 5.753 -9.328 -3.662
155 H 5.675 -8.781 -1.978
156 H 6.677 -7.913 -3.180
157 C 2.892 4.472 -2.168
158 O 1.947 5.443 -1.747
159 C 2.292 6.777 -2.126
160 C 1.171 7.691 -1.737
161 N 1.195 8.042 -0.336
162 C 0.101 8.935 0.052
163 C -0.077 8.898 1.541
164 O -0.448 7.576 1.895
165 C -0.487 7.370 3.279
166 H 3.908 4.733 -1.856
167 H 2.887 4.370 -3.258
168 H 2.561 3.554 -1.686
169 H 2.385 6.771 -3.223
170 H 3.256 7.065 -1.700
171 H 0.207 7.240 -2.034
172 H 1.233 8.596 -2.353
173 H 1.167 7.204 0.233
174 H -0.816 8.720 -0.514
175 H 0.419 9.936 -0.263
176 H -0.867 9.607 1.818
177 H 0.870 9.161 2.021
178 H -0.535 6.297 3.481
179 H -1.348 7.848 3.756
180 H 0.439 7.701 3.771
181 C 0.481 -3.884 8.070
182 O 1.593 -3.325 7.401
183 C 1.450 -1.931 7.182
184 C 2.549 -1.472 6.279
185 N 2.367 -1.947 4.905
186 C 3.374 -1.390 4.024
187 C 3.159 -1.813 2.601
188 O 3.171 -3.225 2.513
189 C 3.244 -3.645 1.173
190 H -0.414 -3.810 7.442
191 H 0.266 -3.335 8.997
192 H 0.740 -4.911 8.305
193 H 1.508 -1.436 8.164
194 H 0.472 -1.686 6.746
195 H 3.540 -1.760 6.665
196 H 2.578 -0.377 6.244
197 H 2.442 -2.958 4.893
198 H 4.392 -1.723 4.301
199 H 3.343 -0.302 4.071
200 H 3.921 -1.383 1.936
201 H 2.194 -1.440 2.228
202 H 3.270 -4.735 1.152
203 H 4.113 -3.276 0.619
204 H 2.338 -3.342 0.629

***

Density functional theory data (the ωB97M-V functional and the def2-TZVPD basis) for a cluster of 2 separate species, C2H5O2 in total at a distorted geometry.

Output
relative energy (zero: lowest compared OMol25 entry of this formula, charge and spin): 65.8 kcal/mol
electronic energy: -229.6203 hartree
max |F|: 1.89 eV Å⁻¹
charge: -1
Kohn-Sham gap: 6.182 eV

Element x y z (Å)
1 O 0.729 2.323 1.616
2 H 1.391 2.887 1.197
3 C -0.175 -0.039 0.231
4 C -0.038 -1.211 -0.380
5 O -1.061 -1.812 -1.130
6 H 0.562 0.613 0.745
7 H -1.040 0.525 -0.142
8 H 0.766 -1.900 -0.147
9 H -1.133 -1.385 -1.991

***

Density functional theory data (the ωB97M-V functional and the def2-TZVPD basis) for a structure of composition C2FFeLiO2 at a distorted geometry.

Output
electronic energy: -1597.4575 hartree
max |F|: 4.77 eV Å⁻¹
charge: +1
Kohn-Sham gap (spin up / spin down): 7.079 / 7.990 eV
multiplicity: 6

Element x y z (Å)
1 Li -2.260 0.682 0.153
2 Fe 2.095 -1.148 0.152
3 O 1.619 0.748 -0.052
4 C 0.360 0.520 0.090
5 O -0.554 1.323 -0.231
6 C 0.039 -0.924 -0.135
7 F -1.300 -1.202 0.022

***

Density functional theory data (the ωB97M-V functional and the def2-TZVPD basis) for the molecule C6H10.

Output
relative energy (zero: lowest compared OMol25 entry of this formula, charge and spin): 53.0 kcal/mol
SMILES string: C[C@H]1[C@H]2CC[C@@H]12
electronic energy: -234.5180 hartree
max |F|: 0.41 eV Å⁻¹
Kohn-Sham gap: 10.704 eV

Element x y z (Å)
1 C -0.951 1.039 1.349
2 C -0.322 1.038 -0.048
3 C 0.733 0.352 -0.972
4 C 1.177 -1.093 -0.775
5 C -0.226 -1.363 -0.219
6 C -0.721 -0.075 -0.940
7 H -0.404 1.504 2.172
8 H -1.268 0.042 1.667
9 H -1.885 1.602 1.215
10 H -0.414 2.035 -0.479
11 H 1.195 1.019 -1.700
12 H 1.267 -1.565 -1.766
13 H 2.063 -1.347 -0.182
14 H -0.185 -1.190 0.858
15 H -0.708 -2.320 -0.401
16 H -1.489 -0.033 -1.706

***

Density functional theory data (the ωB97M-V functional and the def2-TZVPD basis) for the molecule C5H12N2 at a distorted geometry.

Output
relative energy (zero: lowest compared OMol25 entry of this formula, charge and spin): 109.5 kcal/mol
electronic energy: -307.0548 hartree
max |F|: 4.76 eV Å⁻¹
Kohn-Sham gap (spin up / spin down): 8.066 / 7.367 eV

Element x y z (Å)
1 C -0.711 -0.926 0.842
2 C 1.754 -1.484 -0.281
3 C -1.871 -0.860 -0.116
4 C 0.355 2.415 -0.628
5 N 0.955 -0.309 -0.517
6 C 0.071 1.535 0.541
7 N 0.472 0.295 0.601
8 H -0.244 -1.902 0.899
9 H -1.001 -0.620 1.845
10 H -0.507 1.893 1.381
11 H 1.313 -2.346 -0.795
12 H 1.914 -1.749 0.776
13 H 2.746 -1.312 -0.712
14 H -2.190 0.171 -0.263
15 H -1.627 -1.298 -1.079
16 H -2.712 -1.408 0.321
17 H 1.253 2.066 -1.140
18 H -0.455 2.389 -1.364
19 H 0.486 3.451 -0.310